# C16H34O5PSSb

A structure of composition C16H34O5PSSb (ωB97M-V/def2-TZVPD, the OMol25 dataset).

XYZ file:
```
58
C16H34O5PSSb ωB97M-V/def2-TZVPD
C 2.044 1.354 -1.925
C 1.237 1.878 -0.981
Sb 0.254 0.855 0.735
C -0.592 2.786 1.364
C 0.111 3.407 2.581
C -0.685 4.599 3.127
O 1.859 1.223 1.991
C 3.114 0.862 1.520
C 3.816 -0.163 2.482
C 3.935 -1.561 1.863
O 3.080 -0.234 3.704
O -1.495 0.506 -0.290
C -1.381 0.404 -1.669
C -2.654 -0.296 -2.167
C -2.913 -0.008 -3.659
C -2.701 -1.773 -1.762
C -1.474 -2.622 -2.076
C -1.188 -2.729 -3.587
C -1.732 -4.053 -1.555
P -0.926 -0.208 2.804
S -2.693 -1.088 2.466
C 0.965 -1.177 0.207
O 0.328 -2.060 0.832
O 1.915 -1.380 -0.601
H 3.044 1.783 -2.068
H 1.802 0.497 -2.542
H 1.059 2.957 -1.030
H -1.632 2.589 1.628
H -0.526 3.483 0.528
H 0.133 2.654 3.364
H 1.102 3.731 2.279
H -0.776 5.404 2.395
H -0.134 5.022 3.974
H -1.674 4.307 3.476
H 3.141 0.494 0.493
H 3.754 1.764 1.550
H 4.815 0.195 2.754
H 3.117 -2.198 2.191
H 4.878 -2.005 2.203
H 3.978 -1.537 0.778
H 3.031 -1.151 3.971
H -1.388 1.400 -2.139
H -0.517 -0.188 -1.997
H -3.464 0.194 -1.622
H -2.006 0.017 -4.259
H -3.474 0.921 -3.760
H -3.572 -0.786 -4.055
H -2.869 -1.794 -0.684
H -3.581 -2.256 -2.212
H -0.577 -2.232 -1.603
H -0.575 -3.611 -3.773
H -0.652 -1.857 -3.958
H -2.144 -2.800 -4.108
H -0.778 -4.510 -1.298
H -2.368 -4.025 -0.674
H -2.194 -4.627 -2.362
H -0.040 -1.147 3.368
H -1.135 0.792 3.789
```

Output
charge = -2
lowest unoccupied orbital energy = 5.20 eV
HOMO level = -0.016 Eh